(1)
The following is a DFT calculation (ωB97M-V with the def2-TZVPD basis set) of C5H9NO in the gas phase.

Geometry as XYZ:
```
16
Properties=species:S:1:pos:R:3:nbo_charge:R:1
H -0.80 -0.24 -1.73 0.216
C 0.71 -0.08 -0.11 0.230
H 1.42 1.88 -0.70 0.227
H -0.97 2.02 -1.21 0.208
H -1.51 -1.35 1.07 0.212
O 2.43 -0.65 1.13 -0.573
C 0.76 1.41 0.03 -0.476
C -0.70 -0.15 -0.64 -0.254
C -1.39 -1.39 -0.02 -0.608
H -1.39 1.79 0.49 0.213
H 1.04 1.77 1.03 0.231
H 2.88 -1.48 1.30 0.474
C -0.76 1.42 -0.32 -0.385
H -0.71 -2.24 -0.19 0.233
H -2.34 -1.65 -0.50 0.206
N 1.33 -1.06 0.38 -0.153
```

Its structure (SMILES) is C[C@H]1CC/C1=N\O. Its relative energy (zero: lowest compared OMol25 entry of this formula, charge and spin) is 76.3 kcal/mol. The spin multiplicity is 1.


(2)
The following is a DFT calculation (ωB97M-V with the def2-TZVPD basis set) of a molecular structure, C5H9NO.

Geometry as XYZ:
```
16
Properties=species:S:1:pos:R:3:nbo_charge:R:1
C 0.18 -0.97 1.47 -0.639
H 2.09 1.34 -1.04 0.180
H -0.63 -1.62 1.83 0.218
C -0.44 0.01 0.53 -0.220
H 2.79 -0.25 -1.55 0.194
H 1.99 -0.07 0.04 0.188
C 1.98 0.25 -1.01 -0.245
H -2.64 -0.06 0.82 0.187
O 0.74 -0.14 -1.62 -0.498
H -1.94 1.59 0.60 0.188
C -1.84 0.53 0.35 -0.208
H -1.91 1.11 -1.76 0.362
C -0.30 0.09 -0.80 0.472
N -1.64 0.36 -1.13 -0.602
H 0.88 -1.62 0.93 0.213
H 0.70 -0.53 2.33 0.210
```

Its relative energy (zero: lowest compared OMol25 entry of this formula, charge and spin) is 71.5 kcal/mol. The spin multiplicity is 1.


(3)
The following is a DFT calculation (ωB97M-V with the def2-TZVPD basis set) of C5H9NO in the gas phase in a non-equilibrium geometry.

Geometry as XYZ:
```
16
Properties=species:S:1:pos:R:3:nbo_charge:R:1
H -1.59 1.66 -0.04 0.211
C 0.78 -0.07 0.24 0.233
C -0.67 1.25 -0.50 -0.390
H 1.40 2.07 0.04 0.228
H -2.39 -1.36 -0.57 0.213
H -0.57 1.70 -1.49 0.215
H -1.27 -2.05 0.60 0.219
O 2.87 -0.89 0.51 -0.559
H -0.01 -1.06 -1.12 0.257
H -2.20 -0.59 1.01 0.199
N 1.63 -0.97 -0.06 -0.171
C -1.66 -1.11 0.21 -0.602
C 0.59 1.43 0.42 -0.463
C -0.52 -0.33 -0.42 -0.289
H 0.34 1.74 1.43 0.228
H 3.42 -1.37 -0.12 0.470
```

Its structure (SMILES) is C[C@H]1CC/C1=N\O. Its relative energy (zero: lowest compared OMol25 entry of this formula, charge and spin) is 99.4 kcal/mol. The spin multiplicity is 1.


no.,LUMO level (Ha),HOMO-LUMO gap (eV),calculated total energy (eV)
1,0.040,10.4,-8865.90513
2,0.038,8.8,-8866.11194
3,0.036,9.9,-8864.90142